1.
{"formula": "C5H8O", "method": "the ωB97M-V functional and the def2-TZVPD basis", "homo_ev": -10.0, "e_tot_ev": -7359.9980, "e_above_lowest_kcal_mol": 52.1, "smiles": "C1CC2(C1)CO2", "lumo_energy_ev": 1.08, "elements": ["C", "C", "C", "C", "C", "O", "H", "H", "H", "H", "H", "H", "H", "H"], "xyz": [[-1.511, -0.229, -0.236], [-0.268, -1.133, -0.380], [0.609, 0.057, -0.063], [-0.588, 1.025, -0.248], [1.724, 0.256, 0.855], [1.954, 0.013, -0.526], [-2.243, -0.286, -1.046], [-2.035, -0.382, 0.712], [-0.083, -1.367, -1.435], [-0.172, -2.046, 0.211], [-0.628, 1.599, -1.176], [-0.742, 1.709, 0.596], [1.990, 1.282, 1.109], [1.979, -0.492, 1.603]], "atomic_forces_ev_per_a": [[-0.172, -0.007, -0.005], [0.063, -0.194, 0.039], [-0.177, -0.050, 0.097], [0.087, 0.145, -0.116], [-0.059, 0.056, 0.394], [-0.150, 0.458, -0.346], [0.137, -0.012, 0.134], [0.131, 0.148, -0.119], [-0.058, -0.101, 0.173], [-0.096, 0.105, 0.012], [0.107, -0.145, 0.005], [0.170, -0.108, -0.240], [-0.244, -0.140, 0.302], [0.264, -0.156, -0.329]], "mulliken_charge": [-0.47, -0.60, 0.56, -0.61, -0.40, -0.51, 0.27, 0.25, 0.19, 0.33, 0.26, 0.27, 0.24, 0.23]}

2.
{"formula": "C18H25F6GeN2OPPb", "method": "the ωB97M-V functional and the def2-TZVPD basis", "homo_ev": [-11.6, -11.8], "multiplicity": 2, "e_tot_ev": -111452.7995, "e_above_lowest_kcal_mol": 34.3, "charge": 1, "lumo_energy_ev": [-2.99, -4.02], "elements": ["Pb", "C", "H", "H", "Ge", "C", "C", "C", "C", "C", "C", "C", "C", "C", "C", "C", "C", "H", "H", "H", "H", "H", "H", "H", "H", "H", "H", "H", "F", "P", "F", "F", "F", "F", "F", "C", "N", "C", "C", "O", "N", "C", "C", "H", "H", "H", "H", "H", "H", "H", "H", "H", "H", "H", "H"], "xyz": [[1.062, -0.618, -1.387], [2.902, -0.646, -0.112], [3.069, 0.377, 0.247], [3.176, -1.566, 0.501], [0.216, 2.902, 0.984], [-1.213, 3.549, -0.124], [-2.285, 4.283, 0.460], [-3.359, 4.768, -0.348], [-3.513, 4.276, -1.605], [-2.457, 3.551, -2.166], [-1.300, 3.187, -1.511], [2.050, 2.986, 0.459], [2.896, 3.027, 1.513], [4.260, 2.935, 1.242], [4.640, 2.815, -0.044], [3.779, 2.921, -1.138], [2.406, 2.944, -0.896], [-0.019, 3.142, 2.460], [-2.281, 4.775, 1.449], [-4.131, 5.430, 0.155], [-4.277, 4.604, -2.265], [-2.503, 3.259, -3.205], [-0.516, 2.557, -2.062], [2.474, 2.926, 2.524], [4.926, 2.849, 2.058], [5.658, 2.449, -0.164], [4.229, 2.906, -2.123], [1.618, 3.107, -1.609], [0.524, -0.648, 2.568], [-0.880, -0.234, 2.013], [0.288, 1.028, 1.004], [-0.551, -1.188, 0.688], [-2.045, 0.434, 1.205], [-1.004, 0.917, 3.112], [-1.699, -1.313, 2.722], [1.313, -4.084, 1.099], [-0.031, -3.844, 0.641], [-1.181, -4.055, 1.505], [-0.157, -3.441, -0.606], [0.796, -2.881, -1.259], [-1.377, -3.603, -1.227], [-1.731, -2.999, -2.483], [-2.051, -4.889, -1.197], [1.321, -5.114, 1.541], [1.477, -3.333, 1.968], [2.041, -3.978, 0.346], [-0.970, -3.507, 2.458], [-1.332, -5.144, 1.710], [-2.087, -3.642, 1.092], [-1.193, -1.973, -2.640], [-2.889, -2.871, -2.586], [-1.441, -3.623, -3.331], [-1.661, -5.505, -0.404], [-1.841, -5.389, -2.144], [-3.148, -4.817, -1.091]], "atomic_forces_ev_per_a": [[0.467, 0.020, 0.187], [-0.817, -1.006, 0.479], [0.580, -0.549, 0.269], [-0.045, 1.614, -0.756], [-0.143, 0.832, 0.067], [-0.868, -0.393, -0.298], [0.199, 1.365, -1.080], [-0.426, -0.253, 2.484], [1.486, 0.247, -0.767], [0.240, -0.536, -0.931], [0.249, -0.336, 1.051], [-2.325, 0.301, -0.888], [0.802, -0.559, 1.012], [-1.663, -0.041, 1.192], [1.469, -0.714, -1.087], [-0.448, -0.476, -0.198], [1.332, 0.976, 0.934], [0.019, 0.115, 0.117], [0.495, -0.989, -0.265], [1.064, -0.870, -0.854], [-0.838, 0.067, -0.255], [-0.312, 0.014, -0.172], [-1.184, 1.127, 1.021], [0.548, 0.445, -0.349], [0.839, -0.068, 0.526], [0.085, 0.705, -0.552], [-0.287, -0.077, -0.073], [0.149, -0.206, -0.615], [0.191, -0.242, 0.335], [0.718, 0.700, -0.462], [-0.755, -0.339, -0.183], [-0.337, 0.770, 0.493], [-0.026, -0.066, -0.298], [0.164, -0.590, -0.414], [-0.573, -0.419, 0.459], [-0.864, 0.176, 4.038], [-0.200, -0.356, -1.127], [0.755, -0.552, 1.480], [-0.919, 0.665, -2.164], [-0.419, -0.245, 0.574], [-0.372, -0.308, 0.171], [-0.238, 2.788, -1.157], [-0.250, -0.587, 0.379], [0.308, 0.829, -0.337], [0.249, -1.244, -1.329], [0.584, 0.163, -0.856], [-0.192, -0.722, -0.655], [0.116, 0.847, 0.017], [-0.026, 0.139, -0.284], [-1.262, -1.818, 0.384], [2.124, -0.045, 0.528], [0.152, -0.087, 0.006], [-0.005, -0.255, 0.173], [-0.080, -0.190, -0.014], [0.489, 0.236, 0.043]], "mulliken_charge": [0.98, -0.94, 0.37, 0.33, 0.21, 0.47, -0.52, -0.46, -0.64, -0.47, 0.24, 0.25, -0.23, -0.48, -0.51, -0.56, -0.32, 0.02, 0.30, 0.30, 0.39, 0.36, 0.06, 0.30, 0.43, 0.34, 0.42, 0.44, -0.33, 1.29, -0.08, -0.21, -0.37, -0.30, -0.26, -1.04, 0.34, -1.22, 0.80, -0.90, 0.19, -0.79, -1.21, 0.35, 0.21, 0.38, 0.42, 0.29, 0.43, 0.07, 0.32, 0.41, 0.39, 0.43, 0.32]}

3.
{"formula": "C3H4IrLiO3", "method": "the ωB97M-V functional and the def2-TZVPD basis", "homo_ev": [-10.8, -12.9], "multiplicity": 6, "e_tot_ev": -12345.5969, "e_above_lowest_kcal_mol": 58.7, "charge": 1, "lumo_energy_ev": [-4.39, -6.33], "elements": ["H", "C", "C", "O", "C", "O", "Ir", "O", "H", "H", "H", "Li"], "xyz": [[-1.921, -1.245, 0.386], [-1.112, -0.652, -0.083], [0.201, -1.028, 0.587], [1.371, -0.969, -0.282], [1.802, 0.163, -0.935], [1.951, 1.211, 0.207], [0.215, 1.009, 1.133], [-1.388, 0.741, 0.115], [-1.112, -0.877, -1.169], [0.184, -2.046, 0.993], [2.364, 1.973, -0.205], [-2.555, 1.719, -0.747]], "atomic_forces_ev_per_a": [[0.315, 0.238, -0.176], [-1.091, -1.853, -0.706], [-0.600, 0.378, -0.864], [1.749, 0.769, -2.168], [-1.818, -1.678, 3.839], [2.517, -0.398, -2.863], [0.308, 1.356, 3.853], [-1.835, -0.193, -1.381], [0.109, 0.135, 0.390], [0.285, 0.510, 0.035], [0.197, 0.583, 0.083], [-0.134, 0.153, -0.044]], "mulliken_charge": [0.31, 0.02, -0.78, -0.26, 0.11, -0.45, 0.89, -0.75, 0.29, 0.34, 0.36, 0.91]}

4.
{"formula": "C18H20N4O10PRu", "method": "the ωB97M-V functional and the def2-TZVPD basis", "homo_ev": [-12.5, -12.5], "e_tot_ev": -57288.9921, "e_above_lowest_kcal_mol": 6.8, "charge": 1, "lumo_energy_ev": [-6.12, -6.05], "elements": ["Ru", "O", "C", "C", "C", "N", "C", "C", "C", "O", "O", "C", "O", "O", "H", "H", "H", "C", "P", "C", "C", "H", "H", "H", "H", "H", "H", "H", "H", "H", "O", "C", "O", "C", "C", "C", "C", "C", "C", "N", "O", "O", "H", "H", "H", "H", "N", "C", "N", "O", "H", "H", "H", "H"], "xyz": [[-0.010, 0.068, 0.489], [-1.433, -4.251, 4.513], [-1.196, -3.283, 3.652], [-2.053, -2.185, 3.463], [-1.704, -1.219, 2.548], [-0.573, -1.265, 1.849], [0.213, -2.346, 1.958], [-0.041, -3.359, 2.847], [1.382, -2.310, 0.920], [2.465, -2.758, 1.236], [1.023, -1.772, -0.160], [-2.640, 0.021, 2.217], [-3.659, 0.081, 2.861], [-2.155, 0.765, 1.348], [-2.272, -4.132, 4.984], [-2.978, -2.081, 4.013], [0.622, -4.205, 2.915], [-0.800, 2.231, 3.460], [0.477, 1.675, 2.279], [1.733, 0.980, 3.409], [1.155, 3.241, 1.630], [-0.311, 2.896, 4.171], [-1.217, 1.387, 4.006], [-1.604, 2.762, 2.955], [2.040, 1.751, 4.115], [2.595, 0.634, 2.845], [1.300, 0.139, 3.952], [2.241, 3.196, 1.650], [0.787, 4.068, 2.240], [0.814, 3.382, 0.604], [-1.491, -0.507, -1.142], [-0.828, 0.249, -1.873], [0.076, 0.993, -1.382], [-1.130, 0.277, -3.334], [-0.163, -0.055, -4.277], [-0.495, -0.059, -5.619], [-1.785, 0.285, -6.000], [-2.754, 0.625, -5.066], [-2.426, 0.603, -3.724], [-2.125, 0.292, -7.418], [-3.232, 0.667, -7.715], [-1.269, -0.073, -8.186], [0.833, -0.328, -3.966], [0.224, -0.324, -6.378], [-3.745, 0.890, -5.399], [-3.161, 0.847, -2.973], [3.616, 1.163, -1.200], [3.298, 0.279, -0.235], [4.059, -0.816, -0.128], [2.379, 0.528, 0.578], [4.335, 0.970, -1.876], [3.033, 1.974, -1.331], [4.797, -1.007, -0.786], [3.751, -1.586, 0.459]], "atomic_forces_ev_per_a": [[-1.522, -0.822, -0.693], [-0.080, -0.453, 0.368], [0.037, 0.935, -0.785], [0.337, -0.275, -0.024], [-1.007, 1.177, -0.040], [0.325, -0.841, 0.798], [0.895, -0.220, -0.384], [-0.135, 0.036, 0.112], [-0.427, -1.220, 3.230], [0.071, -0.114, -0.380], [-1.025, 2.932, -1.604], [0.517, -3.535, 2.590], [-0.341, 0.700, -0.331], [2.362, 1.953, -3.024], [0.145, 0.037, -0.112], [-0.104, 0.092, -0.074], [0.110, -0.081, -0.004], [-0.194, -0.380, -0.521], [0.479, 0.192, 0.713], [-0.140, -0.233, -0.411], [-0.195, -0.374, -0.345], [0.173, 0.006, -0.050], [-0.068, -0.041, 0.004], [-0.012, -0.059, -0.023], [-0.103, 0.080, 0.009], [-0.020, 0.015, 0.000], [-0.025, 0.031, 0.034], [-0.007, -0.002, -0.045], [0.053, -0.099, 0.009], [0.056, 0.070, 0.014], [0.840, -0.529, 2.200], [0.079, 0.773, -1.795], [0.520, 0.200, 0.336], [-0.142, 0.093, 0.150], [-0.138, 0.102, 0.117], [-0.139, 0.011, -0.241], [0.248, 0.032, 1.045], [0.003, -0.051, -0.265], [0.223, -0.054, -0.007], [0.038, 0.027, 0.076], [-0.436, 0.116, -0.232], [0.265, -0.136, -0.441], [0.122, 0.003, 0.051], [0.029, -0.014, -0.013], [-0.026, 0.006, -0.023], [-0.124, 0.010, 0.035], [-0.136, 0.073, -0.020], [0.875, -0.328, -0.831], [-0.059, 0.069, 0.017], [-1.907, 0.046, 0.724], [-0.081, 0.062, 0.035], [0.027, -0.122, 0.020], [-0.071, 0.080, 0.009], [-0.168, 0.019, 0.024]], "mulliken_charge": [0.05, -0.50, 0.84, -0.66, -0.06, 0.28, 0.31, -0.60, 0.22, -0.74, -0.55, 0.28, -0.66, -0.43, 0.33, 0.54, 0.60, -1.51, 1.95, -1.39, -1.25, 0.55, 0.35, 0.42, 0.47, 0.32, 0.32, 0.34, 0.47, 0.29, -0.54, 1.29, -0.65, 0.17, -0.41, -0.56, -0.01, -0.57, -0.34, 0.98, -0.59, -0.60, 0.47, 0.48, 0.48, 0.50, -0.42, 0.42, -0.32, -0.18, 0.19, 0.21, 0.18, 0.22]}